{"formula": "C15H33BN2O14S2", "method": "ωB97M-V/def2-TZVPD", "species": ["C", "C", "O", "C", "O", "C", "C", "B", "O", "O", "O", "C", "C", "N", "C", "C", "O", "N", "C", "C", "H", "H", "H", "H", "H", "H", "H", "H", "H", "H", "H", "H", "H", "H", "H", "H", "H", "H", "H", "H", "H", "H", "H", "H", "H", "C", "C", "O", "S", "O", "O", "O", "H", "H", "H", "H", "C", "C", "O", "S", "O", "O", "O", "H", "H", "H", "H"], "xyz": [[-1.4803, -4.3279, 0.9694], [-2.1543, -3.1323, 1.6686], [-1.2407, -2.6359, 2.6223], [-2.4330, -2.0983, 0.6115], [-2.9780, -0.9664, 1.2621], [-3.2407, 0.0992, 0.4172], [-3.6011, 1.2617, 1.3295], [-2.5395, 1.4027, 2.4935], [-1.1883, 1.0731, 2.3522], [-2.9306, 1.8415, 3.7235], [-2.1113, 0.4397, -0.3495], [-2.3723, 0.7060, -1.7132], [-1.0769, 0.5140, -2.4843], [-0.8565, -0.9157, -2.6504], [0.0858, 1.2876, -1.8308], [1.4236, 0.5848, -1.9485], [2.0896, 0.8044, -2.9044], [1.9066, -0.2847, -0.9614], [1.1269, -0.2675, 0.2806], [2.1403, -1.6410, -1.4662], [-0.4149, -4.1514, 1.0480], [-1.7590, -4.3027, -0.0796], [-1.7192, -5.2691, 1.4423], [-3.0824, -3.4422, 2.1401], [-1.2564, -1.6675, 2.6226], [-1.4746, -1.8834, 0.1496], [-3.1143, -2.4979, -0.1370], [-4.0955, -0.1025, -0.2359], [-4.5648, 1.0526, 1.7870], [-3.7227, 2.1874, 0.7720], [-0.6830, 1.7886, 1.9450], [-2.1361, 2.2366, 4.1123], [-3.0608, -0.0255, -2.1205], [-2.7806, 1.7063, -1.8645], [-1.2485, 0.9327, -3.4681], [-0.3314, -1.3295, -1.8972], [-0.4779, -1.1561, -3.5529], [0.1968, 2.2229, -2.3629], [-0.1491, 1.5732, -0.8176], [0.1511, -0.7437, 0.1627], [0.9676, 0.7586, 0.5855], [1.6446, -0.7470, 1.0930], [2.4791, -1.5755, -2.4920], [2.9191, -2.1439, -0.9151], [1.2370, -2.2510, -1.4110], [1.9261, 4.7830, -4.8298], [2.4788, 4.4850, -3.4546], [2.6831, 5.7756, -2.8622], [1.5648, 6.7927, -3.3985], [0.5175, 6.8683, -2.4475], [2.2123, 7.9489, -3.8930], [1.0534, 5.9038, -4.6340], [2.7164, 5.0789, -5.5227], [1.3748, 3.9441, -5.2460], [3.4129, 3.9323, -3.4892], [1.7570, 3.9382, -2.8453], [1.5577, -3.2115, 4.8449], [2.8294, -2.3908, 4.8014], [3.6533, -3.0601, 3.8382], [2.7243, -3.7119, 2.7036], [2.6731, -2.8344, 1.5900], [3.0743, -5.0741, 2.5640], [1.3324, -3.5985, 3.4856], [1.6852, -4.1155, 5.4439], [0.7081, -2.6459, 5.2183], [3.3339, -2.3464, 5.7625], [2.6377, -1.3767, 4.4429]], "smiles": "C[C@@H](O)CO[C@@H](CB(O)O)OC[C@H](N)CC(=O)N(C)C.O=S1(=O)OCCO1.O=S1(=O)OCCO1", "energy_ev": -70082.1373, "spin_multiplicity": 1}